This record from the OMol25 dataset describes a single C14H19NO molecule. The level of theory is ωB97M-V with the def2-TZVPD basis set.

Each line ends with the Mulliken charge.
Positions of all 35 atoms, in Å:
H (-4.856, 1.671, -1.399)  0.31
C (-3.612, 1.617, 0.359)  -0.64
H (-4.900, -0.616, -1.904)  0.40
H (3.355, 2.455, 0.370)  0.36
H (-4.020, 2.387, 1.015)  0.39
H (-0.639, 0.781, -0.254)  0.33
H (-3.730, 0.000, 1.763)  0.34
H (-2.854, 2.093, -0.266)  0.28
H (2.327, -2.298, -0.377)  0.43
C (-4.409, -0.400, -0.955)  -0.75
C (-4.727, 1.036, -0.520)  -0.63
H (6.125, 0.921, 0.453)  0.28
C (-2.960, 0.515, 1.188)  -0.87
C (2.563, -1.255, -0.231)  -0.64
H (-2.497, 0.165, -1.755)  0.35
H (-4.791, -1.109, -0.219)  0.30
C (1.848, 0.944, 0.397)  -0.55
C (3.840, -0.779, -0.448)  -0.54
C (3.132, 1.413, 0.189)  -0.75
C (-2.903, -0.599, -1.088)  -0.87
N (-0.835, -0.125, 0.141)  -0.11
H (-2.212, -1.475, 0.772)  0.37
H (-2.682, -1.572, -1.528)  0.46
H (6.026, 0.539, -1.264)  0.37
C (0.188, -0.971, 0.404)  0.32
C (4.143, 0.563, -0.244)  0.92
C (5.535, 1.073, -0.452)  -1.41
C (-2.227, -0.494, 0.288)  -0.23
H (5.532, 2.136, -0.678)  0.36
C (1.547, -0.396, 0.179)  0.59
H (1.090, 1.626, 0.759)  0.42
H (-2.249, 0.940, 1.899)  0.40
O (0.019, -2.113, 0.789)  -0.67
H (-5.671, 1.044, 0.028)  0.29
H (4.617, -1.455, -0.775)  0.37

SMILES ... Cc1ccc(C(=O)NC2CCCCC2)cc1
Relative energy (zero: lowest compared OMol25 entry of this formula, charge and spin) ... 0.0 kJ/mol
LUMO ... 0.787 eV
Frontier orbital gap ... 9.88 eV
Calculated total energy ... -18364.9674 eV